Entry from the Open Molecules 2025 dataset: 12 unconnected molecules or ions with the total composition C44H100O32P4 in a non-equilibrium geometry (ωB97M-V with the def2-TZVPD basis set).

Summary:
lowest unoccupied orbital energy (spin up / spin down)	-2.9 / -9.2	eV
total energy	-149919.0644	eV
orbital gap (spin up / spin down)	8.142 / 1.776	eV

```
! RIJCOSX wB97M-V def2-TZVPD def2/J DEFGRID3
* xyz 1 2
C 4.398 -5.589 4.348
O 3.681 -4.928 3.329
P 2.033 -4.928 3.314
O 1.377 -3.763 3.989
O 1.732 -5.079 1.713
C 0.438 -5.341 1.188
O 1.567 -6.356 3.874
C 2.102 -7.542 3.276
H 3.938 -6.398 4.916
H 4.887 -4.927 5.062
H 5.260 -5.987 3.812
H -0.012 -4.548 0.591
H -0.398 -5.362 1.888
H 0.327 -6.306 0.694
H 2.461 -8.178 4.085
H 2.800 -7.511 2.439
H 1.221 -8.167 3.132
C 2.729 1.569 4.436
O 3.302 1.300 3.163
P 4.806 1.763 2.747
O 5.149 3.108 3.202
O 4.972 1.333 1.170
C 4.433 0.080 0.677
O 5.613 0.714 3.562
C 5.867 0.926 4.949
H 2.804 0.567 4.858
H 1.755 2.034 4.590
H 3.438 2.242 4.919
H 3.539 -0.168 1.248
H 5.206 -0.688 0.657
H 4.025 0.088 -0.334
H 6.855 0.610 5.285
H 5.151 0.441 5.613
H 5.811 1.950 5.319
C -3.511 3.475 -4.888
O -2.321 2.772 -5.081
P -0.926 3.503 -4.660
O -0.527 4.528 -5.665
O 0.010 2.262 -4.567
C 1.432 2.254 -4.753
O -1.054 4.085 -3.112
C 0.158 4.581 -2.482
H -3.587 4.272 -5.627
H -3.459 3.806 -3.850
H -4.326 2.752 -4.913
H 1.955 3.130 -5.138
H 1.758 1.415 -5.368
H 1.803 2.286 -3.729
H 0.782 4.955 -3.295
H 0.751 3.820 -1.975
H -0.086 5.475 -1.908
C -2.175 7.740 4.496
O -2.634 6.509 4.167
P -2.131 5.264 5.137
O -1.063 5.584 6.182
O -3.547 4.710 5.661
C -3.861 4.973 7.010
O -1.677 4.158 4.047
C -1.892 2.687 4.159
H -2.557 8.077 5.460
H -2.650 8.357 3.733
H -1.097 7.899 4.517
H -4.947 4.999 6.920
H -3.550 5.960 7.355
H -3.582 4.151 7.669
H -1.582 2.203 5.085
H -1.267 2.264 3.372
H -2.924 2.436 3.914
O -2.731 -5.794 -1.038
C -2.927 -4.641 -0.643
O -2.970 -3.492 -1.397
C -3.074 -3.630 -2.823
C -1.607 -3.709 -3.430
C -3.146 -4.399 0.781
H -3.642 -2.788 -3.219
H -3.577 -4.551 -3.116
H -1.151 -2.838 -2.958
H -1.634 -3.534 -4.505
H -1.212 -4.685 -3.148
H -4.178 -4.049 0.747
H -2.460 -3.629 1.136
H -3.028 -5.281 1.410
O -6.211 1.491 0.009
C -6.210 2.653 -0.462
O -5.368 3.661 -0.122
C -4.410 3.524 0.885
C -3.029 3.454 0.351
C -7.138 3.039 -1.597
H -4.778 2.794 1.606
H -4.411 4.489 1.392
H -2.724 2.500 -0.080
H -2.395 3.826 1.156
H -2.837 4.264 -0.353
H -6.932 4.067 -1.895
H -8.167 2.831 -1.302
H -6.660 2.399 -2.339
O -1.059 -0.157 -8.384
C -2.115 -0.031 -7.742
O -3.252 0.237 -8.141
C -3.676 0.159 -9.504
C -5.129 -0.089 -9.633
C -2.080 -0.186 -6.214
H -3.074 -0.555 -10.066
H -3.434 1.088 -10.022
H -5.385 -0.346 -10.661
H -5.836 0.598 -9.169
H -5.439 -1.030 -9.179
H -1.946 -1.264 -6.117
H -2.963 0.160 -5.677
H -1.134 0.248 -5.891
O 0.981 -2.671 -1.475
C 0.700 -1.460 -1.553
O 0.618 -0.556 -0.561
C 0.559 -0.965 0.789
C 0.020 0.235 1.617
C 0.848 -0.690 -2.891
H 1.525 -1.299 1.168
H -0.080 -1.807 1.054
H -0.990 0.608 1.451
H 0.646 1.117 1.481
H 0.134 0.088 2.691
H 1.845 -0.347 -3.166
H 0.269 0.233 -2.865
H 0.371 -1.160 -3.751
O 4.968 -2.092 -5.945
C 3.949 -2.774 -6.155
O 3.835 -3.782 -7.038
C 4.978 -4.369 -7.663
C 4.685 -5.672 -8.545
C 2.608 -2.387 -5.632
H 5.679 -4.661 -6.881
H 5.531 -3.655 -8.273
H 4.621 -6.540 -7.889
H 5.490 -5.711 -9.279
H 3.750 -5.560 -9.094
H 2.052 -3.253 -5.271
H 1.990 -1.935 -6.407
H 2.704 -1.635 -4.849
O -4.227 -2.880 4.478
C -3.339 -2.388 3.776
O -3.138 -1.132 3.377
C -4.173 -0.296 3.133
C -4.806 0.317 4.427
C -2.033 -3.132 3.677
H -4.995 -0.619 2.493
H -3.675 0.470 2.540
H -5.567 -0.385 4.766
H -5.198 1.289 4.128
H -4.131 0.399 5.279
H -2.147 -4.216 3.682
H -1.545 -2.972 4.638
H -1.440 -2.724 2.859
O 1.799 0.384 6.820
C 0.732 -0.162 7.027
O -0.176 0.251 7.926
C -0.034 1.638 8.557
C -0.306 2.782 7.628
C 0.357 -1.318 6.064
H 1.031 1.850 8.657
H -0.410 1.656 9.580
H 0.409 3.014 6.839
H -0.328 3.735 8.158
H -1.363 2.835 7.366
H 0.283 -0.924 5.050
H -0.662 -1.660 6.243
H 0.982 -2.211 6.020
O 4.160 1.157 -3.524
C 4.685 1.939 -2.754
O 6.031 1.868 -2.533
C 6.712 0.799 -3.132
C 7.363 -0.173 -2.056
C 3.916 2.933 -2.053
H 7.562 1.072 -3.757
H 6.165 0.211 -3.869
H 6.624 -0.698 -1.452
H 7.846 0.420 -1.279
H 8.059 -0.861 -2.536
H 3.347 3.579 -2.721
H 4.379 3.412 -1.190
H 3.109 2.335 -1.629
*
```